Record 1
Here is 2 unconnected molecules or ions with the total composition C4H10 at a distorted geometry from OMol25. Energies are from wB97M-V/def2-TZVPD.

Geometry as XYZ:
```
14
Properties=species:S:1:pos:R:3:forces:R:3:lowdin_charge:R:1
C -2.421 -0.450 0.737 0.53 -1.39 0.17 -0.096
C 2.531 -0.464 -0.645 -1.49 -1.80 2.17 -0.182
C 1.622 0.532 0.187 0.79 1.04 -0.80 -0.191
C -2.303 0.399 -0.275 -0.82 1.95 1.19 -0.096
H 3.081 -1.254 -0.028 -1.14 1.01 0.12 0.064
H -2.328 -0.246 1.808 -1.54 0.31 -0.28 0.054
H -1.631 0.141 -1.037 -0.35 -0.75 -2.04 0.024
H 3.457 -0.063 -1.109 -1.56 0.23 -0.95 0.064
H -2.405 -1.520 0.456 1.04 0.47 0.48 0.053
H 1.653 -1.068 -1.041 2.04 0.43 -1.41 0.069
H 0.807 0.078 0.809 0.64 0.11 -1.03 0.058
H -2.716 1.436 -0.279 1.15 -0.59 0.50 0.063
H 1.222 1.397 -0.487 0.48 -1.78 1.14 0.091
H 2.288 0.995 0.881 0.23 0.76 0.75 0.024
```
Forces are in eV/Å.

Properties
ΔE to the lowest compared entry with this formula, charge and spin = 308.42 kJ/mol
SMILES = C=C.CC
LUMO level = 1.0982 eV
Total energy = -158.28541 Eh

***

Record 2
Here is a single C6H7N3O molecule at a distorted geometry from OMol25. Energies are from wB97M-V/def2-TZVPD.

Geometry as XYZ:
```
17
Properties=species:S:1:pos:R:3:forces:R:3:lowdin_charge:R:1
O -0.785 -1.034 -0.690 0.21 -0.59 0.29 -0.054
N 1.251 -0.397 0.326 1.10 0.16 -0.89 -0.053
N -0.884 0.012 1.422 0.99 -0.82 -0.82 0.145
N 3.443 -0.368 0.096 -0.03 1.69 -1.67 0.075
C -1.893 -0.176 -0.648 -2.09 -0.95 0.85 -0.179
C -1.879 0.419 0.741 3.97 -2.06 -1.41 -0.120
C -0.011 -0.911 0.494 -3.58 1.29 1.28 -0.310
C 2.885 0.860 -0.302 -1.97 -2.17 1.32 -0.112
C 1.518 0.873 -0.145 -0.72 0.44 0.54 -0.027
C 2.432 -1.115 0.338 -0.85 2.46 0.60 -0.159
H -1.732 0.467 -1.482 -0.70 1.07 -0.51 0.109
H 2.587 -2.003 0.809 -0.38 -2.74 0.92 0.100
H 3.492 1.587 -0.624 2.01 2.68 -1.04 0.050
H -2.947 -0.693 -0.670 1.96 0.39 -0.65 0.156
H 0.600 1.598 -0.135 2.45 -1.24 -0.41 0.158
H 0.107 -1.843 0.960 -0.15 -1.49 0.65 0.138
H -2.426 1.191 1.108 -2.22 1.88 0.95 0.083
```
Forces are in eV/Å.

Properties
ΔE to the lowest compared entry with this formula, charge and spin = 193.82 kJ/mol
SMILES = C1=N[C@H](n2ccnc2)OC1
LUMO level = 0.7724 eV
Total energy = -472.26804 Eh

***

Record 3
Here is a single C3H5Cl molecule at a distorted geometry from OMol25. Energies are from wB97M-V/def2-TZVPD.

Geometry as XYZ:
```
9
Properties=species:S:1:pos:R:3:forces:R:3:lowdin_charge:R:1
Cl -2.893 0.106 -0.098 0.68 -0.39 0.46 0.473
C -1.245 -0.459 0.385 0.29 1.08 -1.98 -0.493
C -0.225 0.212 -0.262 -0.78 -1.63 1.67 -0.265
C 1.256 0.057 -0.060 -1.17 2.43 1.94 -0.113
H 1.531 -0.864 0.399 0.49 -0.32 0.73 0.061
H -0.347 1.065 -0.926 -1.15 -0.24 0.17 0.092
H -1.370 -1.389 1.024 0.95 1.55 -0.87 0.080
H 1.523 1.069 0.493 -0.08 -2.32 -0.35 0.126
H 1.771 0.203 -0.954 0.76 -0.17 -1.77 0.038
```
Forces are in eV/Å.

Properties
ΔE to the lowest compared entry with this formula, charge and spin = 67.85 kJ/mol
SMILES = C/C=C/Cl
LUMO level = 1.0138 eV
Total energy = -577.44736 Eh

***

Record 4
Here is 2 unconnected molecules or ions with the total composition C6H17NO at a distorted geometry from OMol25. Energies are from wB97M-V/def2-TZVPD.

Geometry as XYZ:
```
25
Properties=species:S:1:pos:R:3:forces:R:3:lowdin_spin:R:1
O 1.448 3.308 0.588 -1.38 0.30 -0.36 0.000
N -1.119 0.538 0.145 2.17 -0.76 1.89 0.635
C 0.772 -1.997 -0.316 4.68 5.27 0.52 0.010
C -0.011 0.432 -0.724 0.92 -0.61 -0.61 0.090
C -0.022 -1.133 -1.267 -0.81 0.34 -0.03 0.100
C -1.109 -0.737 2.414 -4.82 -2.44 -1.68 0.021
C -0.830 0.500 1.641 -0.15 3.51 -1.13 0.049
C 0.464 -1.275 -2.718 -1.25 3.14 -0.32 0.021
H 0.915 -0.309 -3.068 -0.08 -0.87 0.30 0.001
H -2.059 0.461 -0.208 -0.40 0.05 -0.10 0.012
H -0.398 -1.399 -3.381 0.31 -0.35 0.04 0.001
H 0.645 2.785 0.777 1.08 0.35 0.07 0.000
H -0.339 -1.136 3.062 -0.10 0.43 0.19 0.003
H -1.336 1.518 1.859 0.15 -1.72 0.71 0.028
H 1.870 -2.013 -0.669 -1.65 -0.42 0.23 0.001
H 0.033 1.227 -1.475 -0.75 -0.48 -0.59 0.022
H -1.072 -1.483 -1.253 0.33 0.37 0.14 0.000
H 0.218 0.779 1.754 0.09 -0.23 -0.40 0.000
H -1.340 -1.534 1.608 1.00 0.77 1.15 -0.001
H 2.239 2.821 0.785 0.34 -0.57 0.32 0.000
H 1.181 -2.024 -2.817 0.98 -1.36 -0.22 0.004
H 0.958 0.581 -0.214 -0.73 -0.24 0.24 0.000
H 0.961 -1.577 0.713 -0.74 -0.15 -0.83 0.002
H -2.226 -0.768 2.809 2.58 0.45 0.15 -0.001
H 0.409 -2.896 -0.180 -1.77 -4.76 0.32 0.003
```
Forces are in eV/Å.

Properties
ΔE to the lowest compared entry with this formula, charge and spin = 195.93 kJ/mol
LUMO level (alpha / beta) = -2.9801 / -7.3715 eV
Multiplicity = 2
Total energy = -368.41890 Eh
Charge = +1

***

Record 5
Here is a molecular structure, C30H30Br18F8O24 at a distorted geometry from OMol25. Energies are from wB97M-V/def2-TZVPD.

Geometry as XYZ:
```
110
Properties=species:S:1:pos:R:3:forces:R:3:lowdin_charge:R:1
Br 1.901 -2.620 -5.218 0.45 -0.10 0.89 0.506
Br -4.865 5.887 6.186 -0.40 -0.63 -0.69 0.557
Br -1.791 -2.726 4.659 0.23 0.34 0.06 0.651
Br 4.741 -3.167 -3.867 0.12 0.06 0.02 0.596
Br -1.490 4.232 -0.563 -0.63 -0.51 -0.32 0.581
Br -4.357 -2.172 6.555 0.21 -0.16 -0.60 0.578
Br -7.102 3.914 4.727 0.47 0.47 0.23 0.581
Br 2.150 -4.102 -2.345 -0.18 0.09 0.07 0.623
Br 0.595 6.298 -1.645 -0.02 -0.12 0.94 0.561
Br -4.218 4.227 3.481 0.34 -0.05 0.16 0.665
Br -3.790 1.053 -5.001 0.32 -0.22 0.32 0.593
Br -1.203 -0.227 7.346 0.39 0.05 0.42 0.562
Br -3.433 2.021 7.748 0.41 -0.44 -0.89 0.565
Br -0.758 1.751 -4.270 -0.59 -0.22 0.32 0.584
Br -1.448 -1.070 -5.344 -0.07 -0.60 -0.30 0.598
Br -4.396 -4.207 4.083 -0.63 -0.01 -0.18 0.617
Br -1.354 2.096 5.151 -0.63 -0.37 0.89 0.549
Br -1.199 6.916 1.017 0.17 0.30 -0.10 0.590
F 6.385 -2.662 -0.104 1.03 0.42 -0.60 0.041
F -6.909 0.377 1.229 0.40 0.12 0.29 0.068
F 0.454 0.151 2.903 0.64 0.44 -0.52 0.023
F 5.507 2.129 1.006 -0.58 0.07 -0.17 0.050
F -0.726 -1.568 -0.913 -0.20 -0.69 0.37 0.040
F -2.828 -3.516 -0.115 0.38 -0.16 -0.37 0.060
F 3.471 1.882 -6.186 0.24 -0.42 -0.20 0.079
F -1.476 -3.504 -2.885 0.52 0.65 -0.28 0.052
O 4.221 2.400 -3.290 -0.47 0.38 0.17 0.094
O 1.781 3.559 0.874 0.08 -0.46 -0.47 0.126
O 1.711 -3.768 2.840 -0.87 0.15 0.15 0.184
O 2.603 0.099 -1.868 1.37 -0.16 -0.72 0.174
O -3.791 -1.472 0.207 -1.20 -1.81 -0.98 0.083
O -5.325 -2.046 -1.379 0.01 1.52 0.51 0.110
O 2.867 -1.916 2.396 -0.93 -0.12 0.49 0.070
O -2.837 -0.023 2.823 0.04 0.23 0.45 0.126
O -3.506 -4.755 -4.964 -1.03 0.51 -0.14 0.066
O 0.542 0.780 -1.409 -0.79 0.69 0.71 0.040
O 1.077 -1.769 3.749 0.06 -0.88 -0.03 0.050
O -3.735 1.692 1.615 -0.82 -0.40 0.33 -0.006
O 1.332 -0.953 -0.315 0.62 -0.15 0.27 0.109
O -5.115 0.207 2.615 1.46 -0.02 0.42 0.085
O 3.507 2.480 -0.075 1.15 -0.60 -0.22 0.129
O -5.424 -3.482 -4.463 2.43 -1.13 -0.37 0.171
O 7.055 -0.593 0.506 -1.40 -0.49 -0.60 0.113
O -4.309 -0.025 -1.417 -0.32 1.01 -0.66 0.157
O 9.125 -1.173 0.073 0.02 -0.51 0.21 0.042
O 4.199 0.512 -4.472 -0.87 0.90 -1.04 0.117
O -3.702 -3.669 -3.054 -0.74 1.03 0.36 0.080
O 3.670 4.654 0.468 1.16 -1.09 -0.84 0.081
O 5.592 0.703 -2.776 1.13 0.43 0.35 0.146
O 8.612 -0.327 2.069 0.72 0.95 2.67 0.206
C 8.286 -0.673 1.014 0.37 -0.73 -2.43 -0.612
C 1.601 0.007 -1.258 -1.41 -0.83 0.95 -0.558
C 6.928 -1.482 -0.606 -0.33 1.02 0.95 -0.260
C -3.962 -2.925 0.321 0.24 1.27 2.44 -0.245
C -0.037 -0.872 0.060 0.50 -0.51 -1.04 -0.252
C 2.902 -2.780 -3.488 -0.18 0.37 -0.93 -1.578
C 2.896 3.554 0.432 -0.86 1.04 1.08 -0.559
C 2.856 -0.592 2.869 -1.03 1.11 0.46 -0.047
C -2.550 -5.332 -4.088 0.82 -0.73 0.80 -0.039
C 5.005 4.243 0.033 -0.61 -0.20 -1.48 -0.007
C -0.274 5.606 -0.030 -0.78 0.00 -0.59 -1.615
C -5.165 -3.179 -0.589 0.66 -1.59 0.65 -0.077
C -4.508 -1.079 -0.931 1.09 -0.87 1.04 -0.518
C 8.382 -1.533 -1.111 0.03 -0.52 1.12 -0.026
C -2.378 0.983 6.465 1.07 1.04 0.03 -1.555
C 3.133 1.303 -5.006 -1.14 -0.77 0.72 -0.293
C -4.319 -3.923 -4.239 -1.20 0.30 -0.10 -0.485
C -3.753 0.606 2.426 -2.26 -0.01 -1.62 -0.517
C -6.008 1.077 1.987 1.05 0.93 -0.25 -0.326
C 4.920 2.697 -0.106 0.31 0.72 -0.13 -0.239
C -3.691 -2.555 4.734 0.81 -1.80 2.11 -1.566
C -2.136 0.336 -4.280 0.27 0.99 -1.10 -1.563
C 4.780 1.215 -3.474 -0.34 -1.64 0.52 -0.594
C 1.479 -0.443 3.598 0.14 -0.55 0.48 -0.280
C -0.321 0.560 -0.258 -1.53 0.32 -0.28 -0.043
C -5.559 5.099 4.515 0.00 -0.13 0.68 -1.561
C 2.951 2.355 -3.952 -0.45 0.82 0.41 -0.070
C 1.821 -2.596 2.966 1.73 -0.37 -0.21 -0.537
C -2.523 -4.338 -2.881 0.35 -1.80 -1.25 -0.351
C -5.094 1.952 1.113 0.34 -1.09 -1.18 -0.054
H -2.952 0.342 5.850 -1.09 -0.15 -0.41 -0.102
H -6.514 1.689 2.720 -0.61 -0.26 0.27 0.113
H 8.612 -2.625 -1.289 0.15 1.52 -0.76 0.160
H -2.906 -6.323 -3.728 -0.11 0.62 -0.21 0.141
H -5.047 -3.989 -1.291 0.49 -0.41 0.13 0.128
H -5.167 1.551 0.065 0.30 0.52 0.90 0.133
H -0.186 -1.349 1.057 -0.02 0.73 -0.82 0.180
H -5.972 -3.474 0.051 -1.07 0.63 0.17 0.136
H -0.019 1.201 0.535 0.25 0.77 0.62 0.113
H -4.009 -3.194 1.479 -0.41 0.62 -2.59 0.142
H 2.700 3.335 -4.284 0.38 0.79 -1.02 0.134
H -2.544 -4.827 -1.932 0.09 -0.38 0.60 0.145
H 3.672 -0.413 3.598 -0.33 -0.03 -0.66 0.153
H 2.856 -1.786 -3.039 -0.04 -0.39 0.01 -0.057
H 2.834 0.084 2.019 0.54 0.20 0.01 0.130
H 5.314 4.748 -0.928 -0.59 -0.47 1.07 0.157
H 5.669 4.461 0.823 0.86 0.43 0.73 0.118
H 5.439 2.236 -0.978 -0.97 0.33 0.48 0.155
H 8.636 -0.670 -1.790 -0.62 -1.70 -0.22 0.162
H 2.204 0.675 -5.095 1.13 0.38 -0.39 0.149
H 6.193 -1.061 -1.268 -0.10 0.07 -0.41 0.128
H 0.337 5.042 0.636 1.20 0.29 0.07 -0.082
H -5.876 5.937 3.939 -0.37 0.41 -0.24 -0.046
H -1.399 0.727 -0.514 1.11 -0.10 0.02 0.152
H -3.967 -1.728 4.192 -0.74 1.56 -1.56 -0.095
H -2.305 -0.059 -3.306 -0.10 0.12 0.74 -0.051
H -5.309 3.018 1.129 0.16 -0.16 0.21 0.096
H 2.110 2.186 -3.287 0.34 -0.89 0.61 0.094
H -1.570 -5.557 -4.576 -0.83 0.84 0.21 0.154
H 1.492 0.021 4.587 0.17 0.08 -0.23 0.160
```
Forces are in eV/Å.

Properties
ΔE to the lowest compared entry with this formula, charge and spin = 0.00 kJ/mol
LUMO level = -0.5459 eV
Total energy = -50098.15110 Eh

***

Record 6
Here is a molecular structure, C13H19OP at a distorted geometry from OMol25. Energies are from wB97M-V/def2-TZVPD.

Geometry as XYZ:
```
34
Properties=species:S:1:pos:R:3:forces:R:3:lowdin_spin:R:1
P -0.504 -0.960 -0.619 -1.16 1.41 0.92 -0.005
O -0.468 -2.411 -0.764 0.17 -1.83 -0.20 -0.002
C 0.208 1.193 1.150 -1.95 -2.56 -1.67 0.003
C 0.575 0.088 -1.642 0.27 0.23 -0.58 0.001
C -2.768 0.532 -1.130 1.15 -0.75 0.13 0.481
C 2.690 0.873 -0.365 0.76 0.84 -1.14 0.000
C -4.860 0.325 0.109 -2.99 -0.18 1.30 0.067
C 0.966 -1.150 1.702 -0.99 0.04 1.27 0.001
C 0.630 -0.190 0.622 -0.62 -1.56 -0.63 -0.001
C 1.675 -0.181 -0.564 -1.51 -1.57 -0.36 0.000
C -2.262 -0.526 -0.398 0.10 -0.39 1.14 0.076
C -4.162 0.853 -0.900 -1.88 3.39 -1.31 0.335
C -4.320 -0.727 0.894 -5.43 1.44 1.45 0.543
C -3.045 -1.150 0.590 4.84 1.12 -3.65 0.411
C 2.284 -1.599 -0.939 -0.95 0.94 2.66 0.000
H -2.597 -1.919 1.057 1.31 -2.71 1.77 0.022
H 0.802 -0.150 -2.714 -0.31 0.50 0.97 0.000
H 1.577 -2.445 -0.875 0.39 0.68 -0.12 0.000
H 0.342 1.127 -1.381 -0.48 0.03 -1.04 0.000
H -0.655 1.504 0.541 0.26 0.55 0.52 0.003
H 1.013 1.799 1.043 2.05 2.34 -0.19 0.000
H -2.094 1.100 -1.729 -0.05 0.55 -0.48 0.030
H 2.338 1.841 -0.682 -0.51 0.47 -0.41 0.000
H -0.053 1.111 2.169 -0.50 0.01 1.11 0.000
H 1.786 -0.725 2.251 0.78 -0.26 0.52 0.000
H 2.642 -1.498 -1.910 0.92 0.02 -1.73 0.000
H 0.116 -1.224 2.419 0.46 0.04 -0.35 0.001
H 3.511 0.678 -1.068 0.48 0.09 0.83 0.000
H -5.963 0.641 0.346 2.35 -0.43 -0.65 -0.005
H 2.908 1.092 0.678 0.84 -0.74 0.07 0.000
H -4.978 -1.211 1.659 0.93 0.41 -0.83 0.026
H -4.543 1.772 -1.446 0.15 -1.44 0.62 0.012
H 1.142 -2.148 1.333 0.37 -0.23 -0.01 0.000
H 3.072 -1.747 -0.223 0.73 -0.44 0.07 0.000
```
Forces are in eV/Å.

Properties
LUMO level (alpha / beta) = 0.7307 / -2.9121 eV
Multiplicity = 3
Total energy = -923.15076 Eh